[1]
{
  "formula": "C24H37BClIN4O14P2S",
  "method": "ωB97M-V with the def2-TZVPD basis set",
  "e_homo_ev": -9.11,
  "smiles": "NB(O)c1c(CCCI)c(Cl)c2c(c1CCC(=O)O)C(=O)N(CCSc1nnco1)C2=O.COP(=O)(OC)OC.COP(=O)(OC)OC",
  "max_force_ev_per_a": 7.73,
  "homo_lumo_gap_ev": 7.55,
  "energy_ha": -4072.74757,
  "species": ["N", "B", "O", "C", "C", "C", "C", "C", "I", "C", "Cl", "C", "C", "C", "C", "C", "C", "O", "O", "C", "O", "N", "C", "C", "S", "C", "N", "N", "C", "O", "C", "O", "H", "H", "H", "H", "H", "H", "H", "H", "H", "H", "H", "H", "H", "H", "H", "H", "H", "H", "H", "C", "O", "P", "O", "O", "C", "O", "C", "H", "H", "H", "H", "H", "H", "H", "H", "H", "C", "O", "P", "O", "O", "C", "O", "C", "H", "H", "H", "H", "H", "H", "H", "H", "H"],
  "positions_angstrom": [[-2.48, -0.25, 2.36], [-1.96, -0.41, 0.99], [-2.73, -0.87, -0.04], [-0.41, -0.08, 0.68], [0.51, -1.11, 0.52], [0.10, -2.57, 0.62], [0.47, -3.47, -0.61], [0.51, -2.73, -1.95], [1.19, -4.12, -3.47], [1.88, -0.79, 0.29], [3.12, -2.00, 0.13], [2.20, 0.54, 0.19], [1.29, 1.60, 0.34], [-0.04, 1.29, 0.61], [-1.01, 2.46, 0.79], [-1.62, 2.83, -0.62], [-3.15, 2.87, -0.65], [-3.70, 3.94, -0.62], [-3.90, 1.72, -0.74], [1.99, 2.93, 0.17], [1.58, 4.05, 0.25], [3.35, 2.62, -0.15], [3.80, 3.30, -1.38], [5.19, 2.88, -1.87], [6.54, 3.31, -0.73], [7.27, 1.74, -0.39], [7.68, 1.31, 0.76], [8.14, 0.04, 0.56], [7.99, -0.24, -0.69], [7.45, 0.80, -1.36], [3.54, 1.24, -0.05], [4.56, 0.59, -0.08], [-2.26, 0.66, 2.75], [-1.95, -0.90, 2.95], [-3.40, -1.45, 0.35], [-0.97, -2.73, 0.84], [0.64, -2.99, 1.49], [-0.24, -4.31, -0.71], [1.43, -3.95, -0.39], [-0.47, -2.32, -2.23], [1.22, -1.90, -1.99], [-0.45, 3.34, 1.11], [-1.78, 2.28, 1.56], [-1.22, 3.79, -0.98], [-1.27, 2.08, -1.35], [-4.30, 1.50, 0.11], [3.05, 3.16, -2.18], [3.83, 4.39, -1.19], [5.21, 1.81, -2.10], [5.36, 3.38, -2.84], [8.26, -1.20, -1.10], [-8.73, 7.99, 3.62], [-8.19, 8.25, 2.31], [-7.35, 6.98, 1.60], [-6.06, 7.12, 2.35], [-7.33, 7.79, 0.18], [-8.57, 8.25, -0.36], [-7.08, 5.50, 0.87], [-5.86, 5.35, 0.14], [-9.28, 8.87, 3.94], [-9.41, 7.14, 3.59], [-7.92, 7.80, 4.33], [-8.69, 9.31, -0.14], [-9.43, 7.70, 0.04], [-8.55, 8.11, -1.44], [-5.02, 5.29, 0.82], [-5.72, 6.16, -0.57], [-5.93, 4.42, -0.41], [2.75, -8.61, 2.14], [2.68, -9.24, 0.85], [3.35, -8.37, -0.43], [2.23, -7.39, -0.64], [3.22, -9.68, -1.39], [3.79, -10.92, -0.96], [4.52, -7.66, -1.38], [4.16, -7.34, -2.72], [2.33, -9.30, 2.87], [3.79, -8.41, 2.41], [2.18, -7.68, 2.15], [3.01, -11.55, -0.55], [4.57, -10.76, -0.20], [4.24, -11.41, -1.82], [3.47, -6.50, -2.74], [3.71, -8.19, -3.23], [5.07, -7.06, -3.25]],
  "lowdin_charge": [0.15, -0.58, 0.16, 0.01, -0.17, -0.14, -0.34, -0.64, 0.76, -0.49, 0.81, -0.07, -0.02, -0.10, -0.08, -0.05, -0.46, 0.10, 0.08, -0.32, 0.14, 0.05, -0.19, -0.44, 0.99, -0.69, 0.04, 0.05, -0.19, 0.02, -0.34, 0.09, 0.06, 0.08, 0.12, 0.11, 0.13, 0.10, 0.06, 0.06, 0.02, 0.11, 0.11, 0.13, 0.13, 0.12, 0.14, 0.13, 0.08, 0.09, 0.13, -0.12, -0.24, 0.62, -0.25, -0.27, -0.12, -0.28, -0.13, 0.09, 0.08, 0.08, 0.09, 0.08, 0.09, 0.08, 0.09, 0.07, -0.11, -0.24, 0.63, -0.26, -0.27, -0.11, -0.28, -0.12, 0.09, 0.08, 0.08, 0.09, 0.08, 0.09, 0.04, 0.09, 0.09]
}


[2]
{
  "formula": "C24H37ClN2O9S3",
  "method": "ωB97M-V with the def2-TZVPD basis set",
  "e_homo_ev": -8.85,
  "smiles": "O=S(=O)(Cl)CCCCc1c(S)c(O)c(S)c2nccnc12.CCOC(C)=O.CCOC(C)=O.CCOC(C)=O",
  "max_force_ev_per_a": 2.00,
  "de_lowest_kj_mol": 0.0,
  "homo_lumo_gap_ev": 7.98,
  "energy_ha": -3378.11138,
  "species": ["O", "S", "O", "Cl", "C", "C", "C", "C", "C", "C", "S", "C", "O", "C", "S", "C", "N", "C", "C", "N", "C", "H", "H", "H", "H", "H", "H", "H", "H", "H", "H", "H", "H", "H", "C", "C", "O", "C", "C", "O", "H", "H", "H", "H", "H", "H", "H", "H", "C", "C", "O", "C", "C", "O", "H", "H", "H", "H", "H", "H", "H", "H", "C", "C", "O", "C", "C", "O", "H", "H", "H", "H", "H", "H", "H", "H"],
  "positions_angstrom": [[-3.11, 3.10, -2.55], [-2.61, 1.94, -1.87], [-2.96, 1.86, -0.49], [-3.48, 0.34, -2.86], [-0.84, 1.88, -2.15], [-0.01, 1.73, -0.83], [1.40, 1.30, -1.26], [2.29, 0.70, -0.12], [1.54, -0.09, 0.94], [1.75, 0.19, 2.26], [2.87, 1.48, 2.83], [1.10, -0.56, 3.30], [1.30, -0.33, 4.61], [0.26, -1.58, 2.94], [-0.52, -2.57, 4.22], [-0.02, -1.90, 1.57], [-0.90, -2.91, 1.31], [-1.06, -3.08, 0.02], [-0.39, -2.36, -1.00], [0.46, -1.40, -0.75], [0.64, -1.14, 0.58], [-0.47, 2.71, -2.76], [-0.64, 0.97, -2.74], [-0.55, 0.99, -0.23], [-0.04, 2.72, -0.36], [1.36, 0.62, -2.11], [1.93, 2.20, -1.62], [2.91, 1.50, 0.28], [2.98, -0.01, -0.61], [4.09, 0.90, 2.83], [1.59, 0.58, 4.75], [-1.42, -1.78, 4.86], [-1.77, -3.85, -0.29], [-0.60, -2.61, -2.04], [4.47, -2.98, -4.67], [3.20, -2.19, -4.36], [3.49, -0.81, -4.12], [3.60, 0.12, -5.08], [3.73, -0.32, -6.52], [3.67, 1.28, -4.79], [4.95, -2.62, -5.57], [4.24, -4.03, -4.79], [5.19, -2.86, -3.85], [2.45, -2.30, -5.14], [2.76, -2.57, -3.44], [4.78, -0.40, -6.78], [3.26, 0.43, -7.15], [3.22, -1.26, -6.74], [-0.02, -4.76, 7.55], [1.29, -4.74, 6.78], [2.40, -4.52, 7.65], [3.03, -5.49, 8.32], [2.39, -6.86, 8.42], [4.06, -5.25, 8.90], [-0.04, -5.57, 8.28], [-0.86, -4.87, 6.87], [-0.13, -3.83, 8.11], [1.43, -5.65, 6.18], [1.28, -3.91, 6.08], [1.80, -6.91, 9.33], [3.18, -7.60, 8.47], [1.77, -7.11, 7.57], [-4.91, 5.45, -3.71], [-4.89, 6.45, -2.58], [-4.93, 7.80, -3.06], [-6.08, 8.44, -3.36], [-7.36, 7.66, -3.47], [-6.04, 9.62, -3.59], [-5.83, 5.51, -4.29], [-4.81, 4.43, -3.32], [-4.09, 5.64, -4.40], [-5.68, 6.27, -1.85], [-3.95, 6.36, -2.04], [-7.51, 7.37, -4.50], [-8.18, 8.30, -3.15], [-7.40, 6.77, -2.83]],
  "lowdin_charge": [-0.37, 0.36, -0.32, 0.35, -0.26, -0.20, -0.19, -0.14, -0.17, -0.43, 0.84, -0.37, 0.02, -0.44, 0.82, -0.22, 0.13, -0.10, -0.10, 0.15, -0.17, 0.12, 0.09, 0.09, 0.13, 0.09, 0.12, 0.07, 0.13, -0.09, 0.07, -0.11, 0.11, 0.11, -0.06, -0.24, -0.01, -0.53, 0.01, 0.10, 0.07, 0.08, 0.08, 0.11, 0.12, 0.10, 0.09, 0.07, -0.07, -0.24, 0.00, -0.53, 0.01, 0.10, 0.07, 0.08, 0.09, 0.12, 0.08, 0.09, 0.09, 0.07, -0.07, -0.23, 0.00, -0.53, 0.01, 0.10, 0.07, 0.05, 0.09, 0.11, 0.12, 0.09, 0.09, 0.07]
}


[3]
{
  "formula": "C24H37DyN3P2S",
  "method": "ωB97M-V with the def2-TZVPD basis set",
  "s_squared": 9.342,
  "e_homo_ev": [-9.35, -9.38],
  "max_force_ev_per_a": 12.94,
  "spin_multiplicity": 6,
  "homo_lumo_gap_ev": [5.71, 5.85],
  "energy_ha": -3066.39519,
  "total_charge": 1,
  "species": ["C", "C", "C", "C", "C", "C", "C", "C", "C", "C", "C", "C", "C", "H", "H", "H", "H", "H", "H", "H", "N", "Dy", "C", "H", "H", "C", "H", "H", "P", "P", "C", "H", "H", "H", "C", "H", "H", "H", "C", "H", "H", "H", "C", "H", "H", "H", "H", "H", "C", "N", "C", "C", "S", "N", "C", "C", "H", "H", "H", "H", "H", "H", "H", "H", "H", "H", "H", "H"],
  "positions_angstrom": [[2.70, 3.57, -2.22], [1.82, 2.94, -1.31], [0.51, 2.60, -1.74], [0.09, 2.95, -3.05], [0.97, 3.61, -3.92], [2.28, 3.91, -3.52], [-1.31, 2.53, -3.45], [-2.26, 2.70, -2.29], [-1.74, 2.36, -1.01], [-2.58, 2.45, 0.13], [-3.93, 2.81, -0.03], [-4.44, 3.13, -1.30], [-3.60, 3.09, -2.42], [3.71, 3.82, -1.89], [0.63, 3.87, -4.92], [2.97, 4.41, -4.20], [-1.65, 3.07, -4.34], [-4.58, 2.87, 0.85], [-5.49, 3.41, -1.41], [-3.99, 3.34, -3.41], [-0.40, 1.97, -0.87], [-0.03, 0.09, -0.03], [2.26, 2.64, 0.10], [1.55, 3.07, 0.83], [3.27, 3.05, 0.29], [-1.99, 2.23, 1.50], [-1.14, 2.92, 1.66], [-2.74, 2.41, 2.30], [2.21, 0.81, 0.38], [-1.26, 0.54, 1.74], [-2.70, -0.56, 2.07], [-2.33, -1.57, 2.32], [-3.32, -0.17, 2.90], [-3.29, -0.62, 1.14], [-0.45, 0.66, 3.40], [-1.21, 0.84, 4.19], [0.09, -0.27, 3.61], [0.26, 1.50, 3.39], [3.49, 0.18, -0.80], [4.41, 0.78, -0.76], [3.72, -0.87, -0.56], [3.07, 0.22, -1.82], [3.03, 0.56, 2.01], [2.97, -0.51, 2.29], [4.09, 0.87, 1.98], [2.51, 1.14, 2.79], [-1.28, 1.45, -3.72], [-1.55, -0.28, -0.52], [0.93, -3.76, -1.88], [0.71, -4.32, -0.55], [1.14, -5.69, -0.30], [0.19, -3.48, 0.51], [0.09, -1.88, 0.27], [-0.13, -4.00, 1.82], [-0.90, -5.22, 1.99], [0.23, -3.27, 3.02], [1.36, -4.50, -2.59], [1.65, -2.91, -1.82], [-0.03, -3.41, -2.30], [1.87, -5.70, 0.53], [0.30, -6.36, -0.08], [1.64, -6.14, -1.19], [-0.29, -5.99, 2.50], [-1.80, -5.00, 2.61], [-1.30, -5.59, 1.03], [0.83, -2.37, 2.80], [-0.68, -2.97, 3.58], [0.85, -3.92, 3.67]],
  "lowdin_charge": [-0.05, -0.24, -0.20, -0.14, -0.03, -0.08, -0.07, -0.15, -0.23, -0.23, -0.04, -0.08, -0.03, 0.11, 0.12, 0.11, 0.13, 0.11, 0.10, 0.12, -0.16, 0.33, -0.28, 0.09, 0.10, -0.25, 0.10, 0.10, 0.74, 0.66, -0.24, 0.03, 0.06, 0.05, -0.22, 0.06, 0.03, 0.04, -0.23, 0.06, 0.05, 0.05, -0.24, 0.04, 0.06, 0.03, 0.14, -0.11, -0.07, -0.17, -0.05, -0.52, 0.71, -0.21, -0.06, -0.08, 0.10, 0.08, 0.11, 0.11, 0.08, 0.10, 0.11, 0.10, 0.10, 0.06, 0.10, 0.11]
}


Which formula does entry 1 have? C24H37BClIN4O14P2S